(1)
{"formula": "C6H13N", "method": "ωB97M-V/def2-TZVPD", "e_above_lowest_kj_mol": 640.2, "multiplicity": 1, "homo_energy_ha": [-0.2499, -0.2631], "symbols": ["C", "C", "C", "C", "N", "C", "C", "H", "H", "H", "H", "H", "H", "H", "H", "H", "H", "H", "H", "H"], "coordinates": [[-0.401, 0.529, 0.403], [-0.884, 1.733, -1.657], [0.749, -2.231, 1.495], [-1.421, 0.718, -2.618], [0.638, 0.643, -0.380], [1.005, -0.772, 1.571], [1.725, -0.092, 2.439], [0.719, -0.169, -0.993], [-1.197, -0.209, 0.275], [-0.594, 1.336, 1.104], [-1.616, 2.250, -1.041], [-0.111, 2.402, -2.015], [-0.315, -2.448, 1.357], [1.276, -2.678, 0.647], [1.075, -2.754, 2.406], [-2.117, 1.158, -3.346], [-0.621, 0.246, -3.193], [-1.980, -0.075, -2.107], [2.164, -0.560, 3.325], [1.905, 0.973, 2.327]], "mulliken_charge": [-0.4596, -0.6226, -1.0635, -0.8124, -0.4139, 0.3684, -0.8128, 0.2562, 0.2645, 0.3923, 0.3463, 0.2755, 0.2650, 0.2434, 0.3564, 0.3118, 0.2782, 0.2476, 0.2886, 0.2908]}

---

(2)
{"formula": "C14H16", "method": "ωB97M-V/def2-TZVPD", "e_above_lowest_kj_mol": 97.7, "multiplicity": 1, "homo_energy_ha": -0.3254, "smiles": "Cc1ccccc1.Cc1ccccc1", "symbols": ["C", "C", "C", "C", "C", "C", "C", "H", "H", "H", "H", "H", "H", "H", "H", "C", "C", "C", "C", "C", "C", "C", "H", "H", "H", "H", "H", "H", "H", "H"], "coordinates": [[0.551, 1.990, -2.502], [0.461, 2.220, -1.019], [0.718, 1.141, -0.177], [0.644, 1.338, 1.214], [0.425, 2.639, 1.686], [0.517, 3.761, 0.882], [0.340, 3.492, -0.482], [-0.412, 1.557, -2.794], [1.319, 1.247, -2.718], [0.837, 2.853, -3.100], [0.988, 0.145, -0.504], [0.758, 0.576, 1.967], [0.357, 2.833, 2.755], [0.635, 4.778, 1.218], [0.115, 4.304, -1.171], [-1.828, -0.945, -0.850], [-0.942, -1.901, -0.076], [-0.235, -2.897, -0.733], [0.539, -3.819, -0.001], [0.710, -3.543, 1.347], [-0.028, -2.588, 2.060], [-0.936, -1.839, 1.311], [-1.311, -0.491, -1.692], [-2.159, -0.112, -0.227], [-2.722, -1.506, -1.128], [-0.129, -2.818, -1.807], [1.115, -4.647, -0.377], [1.474, -3.994, 1.981], [-0.089, -2.516, 3.129], [-1.709, -1.257, 1.804]], "mulliken_charge": [-1.4651, 0.6983, -0.2094, -0.5888, -0.4874, -0.6360, -0.3205, 0.2457, 0.3358, 0.4269, 0.4819, 0.4452, 0.3267, 0.3871, 0.3545, -1.4110, 0.4836, -0.0648, -0.6633, -0.3045, -0.6851, -0.1263, 0.1639, 0.3442, 0.4441, 0.3441, 0.3702, 0.3328, 0.4160, 0.3614]}